(1)
13 unconnected molecules or ions with the total composition C58H144F12N9O30S4 at a distorted geometry. Source: the Open Molecules 2025 dataset; level of theory: wB97M-V/def2-TZVPD.

The geometry in ORCA input format:
```
! wB97M-V def2-TZVPD RIJCOSX def2/J DEFGRID3
* xyz 5 1
C 4.642 8.606 -2.330
O 3.612 8.589 -1.298
C 3.942 9.362 -0.082
C 2.686 9.385 0.685
N 2.246 7.884 0.801
H 1.318 7.800 1.190
H 2.208 7.512 -0.177
C 3.095 6.947 1.659
C 2.536 5.542 1.677
O 2.234 5.217 0.335
C 1.523 3.962 0.247
H 5.401 7.985 -1.872
H 5.080 9.565 -2.446
H 4.247 8.069 -3.182
H 4.339 10.324 -0.367
H 4.783 8.962 0.467
H 1.925 9.800 0.031
H 2.751 9.774 1.701
H 3.174 7.425 2.641
H 4.076 6.970 1.194
H 1.677 5.517 2.362
H 3.261 4.835 2.097
H 0.563 3.941 0.786
H 2.162 3.106 0.467
H 1.190 3.915 -0.794
C 1.805 -3.535 -7.590
O 1.100 -3.609 -6.317
C 1.893 -4.195 -5.258
C 0.903 -4.488 -4.132
N -0.022 -3.299 -3.888
H 0.646 -2.519 -3.610
H -0.515 -3.110 -4.762
C -0.991 -3.567 -2.726
C -2.062 -4.541 -3.192
O -2.419 -4.105 -4.508
C -3.551 -4.686 -5.035
H 1.082 -3.115 -8.284
H 2.260 -4.468 -7.935
H 2.609 -2.838 -7.414
H 2.701 -3.517 -4.940
H 2.428 -5.105 -5.625
H 1.443 -4.556 -3.200
H 0.215 -5.303 -4.336
H -1.425 -2.654 -2.341
H -0.430 -3.936 -1.892
H -2.908 -4.542 -2.519
H -1.609 -5.527 -3.231
H -3.401 -5.672 -5.462
H -3.981 -4.052 -5.788
H -4.334 -4.850 -4.296
C 1.090 -0.642 -10.738
O 0.547 0.558 -9.944
C -0.533 1.396 -10.633
C -0.501 2.678 -9.849
N -0.352 2.434 -8.338
H -0.939 1.629 -8.185
H 0.613 2.232 -8.065
C -0.823 3.531 -7.390
C -0.548 3.162 -5.943
O 0.746 2.512 -5.854
C 1.045 2.168 -4.465
H 0.374 -1.465 -10.760
H 2.001 -0.883 -10.217
H 1.400 -0.282 -11.712
H -1.480 0.840 -10.557
H -0.344 1.540 -11.709
H -1.412 3.244 -10.054
H 0.334 3.313 -10.148
H -1.876 3.762 -7.484
H -0.185 4.347 -7.694
H -1.360 2.479 -5.595
H -0.701 4.013 -5.304
H 2.093 1.822 -4.366
H 0.336 1.436 -4.157
H 0.936 3.009 -3.787
C -6.047 -0.870 7.736
O -5.384 -1.129 6.496
C -4.124 -1.778 6.644
C -3.429 -1.894 5.297
N -4.266 -2.424 4.133
H -3.644 -2.695 3.382
H -4.790 -3.270 4.399
C -5.304 -1.533 3.497
C -5.917 -2.232 2.288
O -4.884 -2.569 1.413
C -5.381 -3.361 0.330
H -5.385 -0.466 8.463
H -6.460 -1.836 8.054
H -6.957 -0.369 7.476
H -4.281 -2.790 7.053
H -3.512 -1.201 7.353
H -2.588 -2.582 5.378
H -2.986 -0.974 4.907
H -4.826 -0.607 3.228
H -6.043 -1.414 4.299
H -6.532 -1.453 1.808
H -6.495 -3.121 2.587
H -6.093 -2.891 -0.325
H -5.858 -4.329 0.560
H -4.494 -3.626 -0.238
C 3.335 -3.619 4.062
O 2.563 -4.076 2.997
C 3.464 -4.263 1.843
C 2.575 -4.602 0.647
N 1.701 -5.784 1.019
H 2.260 -6.541 1.456
H 1.046 -5.459 1.765
C 0.894 -6.494 -0.052
C 0.518 -7.898 0.622
O 1.737 -8.379 1.206
C 2.252 -9.494 0.468
H 3.842 -2.690 3.855
H 4.181 -4.255 4.313
H 2.781 -3.455 4.984
H 4.160 -5.077 2.053
H 4.063 -3.371 1.603
H 3.181 -4.834 -0.237
H 1.907 -3.766 0.457
H 1.396 -6.582 -1.010
H 0.035 -5.863 -0.236
H -0.001 -8.547 -0.068
H -0.243 -7.844 1.397
H 3.180 -9.846 0.941
H 2.432 -9.260 -0.596
H 1.550 -10.303 0.626
C 2.295 3.215 7.253
O 0.988 3.203 6.726
C 1.043 2.985 5.348
C -0.201 2.303 4.870
N -1.431 3.046 5.420
H -1.237 4.045 5.441
H -2.222 2.916 4.748
C -2.023 2.543 6.713
C -2.753 1.273 6.407
O -3.487 1.325 5.206
C -4.687 2.106 5.272
H 2.766 2.267 7.039
H 2.183 3.257 8.333
H 2.763 4.142 6.934
H 1.907 2.383 5.110
H 1.188 3.916 4.812
H -0.299 1.270 5.175
H -0.246 2.241 3.799
H -2.698 3.295 7.091
H -1.199 2.334 7.389
H -3.315 0.989 7.267
H -2.093 0.422 6.323
H -4.566 3.173 5.427
H -5.422 1.652 5.945
H -5.058 2.031 4.245
C -5.566 -1.198 -5.896
O -6.305 -0.108 -6.382
C -6.445 0.976 -5.449
C -7.641 1.768 -5.985
N -7.485 2.027 -7.446
H -7.494 1.123 -7.933
H -8.252 2.621 -7.879
C -6.184 2.701 -7.831
C -6.402 3.281 -9.184
O -7.680 3.758 -9.132
C -8.116 4.306 -10.368
H -5.935 -2.086 -6.435
H -5.763 -1.403 -4.861
H -4.474 -1.275 -6.102
H -5.533 1.575 -5.393
H -6.689 0.658 -4.432
H -7.779 2.715 -5.490
H -8.564 1.162 -5.924
H -5.394 1.942 -7.878
H -5.920 3.479 -7.114
H -6.253 2.582 -9.968
H -5.686 4.064 -9.421
H -9.186 4.475 -10.478
H -7.933 3.621 -11.154
H -7.689 5.288 -10.524
C 6.399 -1.296 5.501
O 6.995 -1.399 4.198
C 7.059 -0.203 3.502
C 8.325 0.582 3.882
N 9.546 -0.194 3.664
H 9.437 -1.166 4.003
H 9.677 -0.324 2.663
C 10.872 0.354 4.153
C 10.981 0.556 5.639
O 10.101 1.600 6.054
C 10.419 2.079 7.382
H 6.978 -0.706 6.215
H 6.449 -2.300 5.889
H 5.376 -0.986 5.386
H 6.185 0.443 3.698
H 6.979 -0.417 2.439
H 8.274 0.815 4.947
H 8.509 1.533 3.411
H 10.987 1.292 3.598
H 11.600 -0.380 3.809
H 12.013 0.901 5.813
H 10.861 -0.341 6.243
H 11.431 2.518 7.376
H 10.425 1.269 8.125
H 9.651 2.809 7.573
C -2.076 0.535 -2.619
O -1.765 -0.586 -1.700
C -2.616 -0.567 -0.510
C -1.980 -1.365 0.669
N -0.767 -0.694 1.263
H -0.056 -0.747 0.538
H -1.063 0.234 1.419
C -0.249 -1.204 2.660
C 1.217 -0.769 2.874
O 1.433 0.600 2.377
C 2.734 1.018 2.719
H -1.831 1.482 -2.134
H -3.145 0.551 -2.827
H -1.508 0.411 -3.524
H -3.547 -1.089 -0.700
H -2.740 0.443 -0.164
H -1.625 -2.379 0.501
H -2.746 -1.488 1.433
H -0.248 -2.270 2.627
H -0.896 -0.775 3.407
H 1.904 -1.438 2.331
H 1.450 -0.732 3.933
H 2.834 2.111 2.619
H 3.426 0.586 1.950
H 3.076 0.698 3.716
C -2.986 3.695 0.445
F -3.259 2.911 -0.639
F -1.793 4.201 0.229
F -3.820 4.683 0.439
S -2.943 2.609 1.964
O -1.717 1.847 1.821
O -2.956 3.545 3.064
O -4.069 1.776 1.821
C 3.254 -0.148 -1.577
F 3.660 0.266 -2.798
F 4.317 -0.509 -0.834
F 2.575 0.847 -0.974
S 2.103 -1.585 -1.840
O 1.375 -1.729 -0.619
O 1.328 -1.060 -2.914
O 2.871 -2.733 -2.200
C 1.861 -0.723 6.745
F 2.856 -1.514 6.352
F 2.121 -0.057 7.840
F 1.732 0.284 5.763
S 0.193 -1.700 6.737
O 0.337 -2.749 7.635
O -0.749 -0.696 7.161
O 0.024 -2.078 5.390
C -2.925 -6.081 2.486
F -2.759 -7.213 1.810
F -4.187 -5.701 2.237
F -2.850 -6.411 3.747
S -1.665 -4.776 2.080
O -2.104 -3.627 2.840
O -0.431 -5.312 2.578
O -1.666 -4.564 0.658
*
```

Highest occupied orbital energy: -15.82 eV
Total energy: -7835.5764 a.u.
Kohn-Sham gap: 7.22 eV

Atom charges from the Löwdin analysis, given in e for atoms 1 to 99:
1. C -0.029
2. O -0.226
3. C -0.188
4. C -0.042
5. N 0.061
6. H 0.169
7. H 0.165
8. C -0.080
9. C -0.218
10. O -0.181
11. C -0.052
12. H 0.086
13. H 0.085
14. H 0.097
15. H 0.138
16. H 0.123
17. H 0.144
18. H 0.147
19. H 0.146
20. H 0.128
21. H 0.128
22. H 0.134
23. H 0.085
24. H 0.077
25. H 0.089
26. C -0.055
27. O -0.217
28. C -0.168
29. C -0.079
30. N 0.072
31. H 0.109
32. H 0.150
33. C -0.067
34. C -0.162
35. O -0.185
36. C -0.107
37. H 0.080
38. H 0.099
39. H 0.082
40. H 0.128
41. H 0.145
42. H 0.108
43. H 0.130
44. H 0.107
45. H 0.108
46. H 0.126
47. H 0.124
48. H 0.101
49. H 0.075
50. H 0.094
51. C -0.002
52. O -0.249
53. C -0.141
54. C -0.091
55. N 0.074
56. H 0.162
57. H 0.167
58. C -0.077
59. C -0.197
60. O -0.184
61. C -0.039
62. H 0.087
63. H 0.077
64. H 0.086
65. H 0.126
66. H 0.141
67. H 0.135
68. H 0.146
69. H 0.132
70. H 0.139
71. H 0.128
72. H 0.127
73. H 0.104
74. H 0.050
75. H 0.086
76. C -0.057
77. O -0.229
78. C -0.174
79. C -0.065
80. N 0.085
81. H 0.087
82. H 0.191
83. C -0.071
84. C -0.199
85. O -0.203
86. C -0.086
87. H 0.086
88. H 0.100
89. H 0.090
90. H 0.144
91. H 0.120
92. H 0.124
93. H 0.112
94. H 0.120
95. H 0.134
96. H 0.146
97. H 0.144
98. H 0.084
99. H 0.101

=====

(2)
A molecular structure, C30H62BiN12O3P at a distorted geometry. Source: the Open Molecules 2025 dataset; level of theory: wB97M-V/def2-TZVPD.

The geometry in ORCA input format:
```
! wB97M-V def2-TZVPD RIJCOSX def2/J DEFGRID3
* xyz 2 1
Bi -0.442 0.134 0.018
C -1.296 -3.021 0.067
N -2.350 -2.542 0.958
C -2.327 -3.320 2.187
C -3.148 -1.483 0.785
N -2.792 -0.386 0.157
C -3.793 0.307 -0.639
C -3.136 0.733 -1.964
N -1.919 1.547 -1.682
C -1.151 1.601 -2.924
C 0.251 2.095 -2.726
N 0.983 1.167 -1.925
C 2.310 1.025 -2.119
N 2.964 -0.142 -1.737
C 4.318 -0.106 -1.224
C 2.292 -1.410 -1.750
N 3.047 1.932 -2.788
C 4.110 1.621 -3.710
C 2.882 3.401 -2.568
C -2.175 2.856 -1.046
C -2.115 2.766 0.481
N -0.811 2.250 0.885
C -0.234 2.575 2.072
N 1.103 2.845 2.099
C 1.956 2.607 3.285
C 1.778 3.016 0.833
N -1.002 2.789 3.141
C -0.604 3.839 4.115
C -2.211 1.980 3.501
N -4.409 -1.658 1.324
C -5.138 -2.919 1.262
C -5.135 -0.508 1.869
H -1.283 -4.127 0.056
H -0.307 -2.613 0.342
H -1.474 -2.673 -0.955
H -1.297 -3.361 2.527
H -2.600 -4.355 2.080
H -2.828 -2.880 3.027
H -4.182 1.142 -0.120
H -4.700 -0.307 -0.828
H -3.822 1.356 -2.552
H -2.868 -0.099 -2.557
H -1.739 2.240 -3.584
H -1.138 0.583 -3.317
H 0.209 3.090 -2.273
H 0.636 2.133 -3.746
H 4.602 0.911 -1.060
H 5.052 -0.545 -1.921
H 4.318 -0.691 -0.301
H 1.274 -1.368 -2.252
H 2.259 -1.748 -0.699
H 2.974 -2.095 -2.256
H 4.266 0.524 -3.802
H 5.064 2.019 -3.358
H 3.904 1.962 -4.717
H 2.179 3.491 -1.682
H 2.442 3.881 -3.426
H 3.877 3.838 -2.346
H -3.154 3.276 -1.347
H -1.441 3.591 -1.362
H -2.899 2.198 0.951
H -2.223 3.740 0.941
H 1.306 2.514 4.092
H 2.618 3.440 3.482
H 2.518 1.696 3.185
H 1.068 3.320 0.065
H 2.311 2.137 0.541
H 2.474 3.857 0.864
H 0.033 4.520 3.554
H -0.129 3.413 4.950
H -1.471 4.369 4.469
H -2.131 0.938 3.103
H -3.106 2.443 3.070
H -2.212 1.988 4.580
H -4.587 -3.652 0.715
H -6.174 -2.856 0.840
H -5.274 -3.318 2.260
H -4.437 0.357 1.905
H -5.449 -0.790 2.912
H -6.025 -0.289 1.240
O -0.594 -0.495 2.392
N 0.387 -0.916 3.028
N 1.544 -0.661 2.515
O 1.665 -0.006 1.359
C 2.698 -1.162 3.197
C 2.593 -1.987 4.304
C 3.751 -2.384 4.970
C 4.986 -1.910 4.569
C 5.052 -1.100 3.479
C 3.953 -0.620 2.767
H 1.636 -2.280 4.633
H 3.642 -2.943 5.887
H 5.900 -2.240 5.036
H 6.059 -0.723 3.166
H 4.042 -0.011 1.877
C 0.363 -4.121 -3.170
P -0.491 -2.688 -3.815
C -1.992 -3.450 -4.548
C 0.539 -1.947 -5.122
O -0.863 -1.680 -2.757
H 0.789 -4.782 -3.947
H -0.390 -4.628 -2.538
H 1.228 -3.768 -2.605
H -1.804 -4.062 -5.425
H -2.694 -2.690 -4.782
H -2.412 -4.108 -3.795
H 0.932 -2.700 -5.816
H 1.363 -1.379 -4.672
H -0.127 -1.349 -5.715
*
```

Highest occupied orbital energy: -12.79 eV
Total energy: -2618.5215 a.u.
Kohn-Sham gap: 8.65 eV

Atom charges from the Löwdin analysis, given in e for atoms 1 to 99:
1. Bi 2.005
2. C -0.080
3. N -0.137
4. C -0.050
5. C -0.412
6. N -0.070
7. C -0.198
8. C -0.140
9. N -0.235
10. C -0.198
11. C -0.252
12. N -0.038
13. C -0.369
14. N -0.163
15. C -0.040
16. C -0.091
17. N -0.142
18. C -0.051
19. C -0.010
20. C -0.133
21. C -0.212
22. N -0.106
23. C -0.395
24. N -0.093
25. C 0.016
26. C -0.064
27. N -0.094
28. C -0.007
29. C 0.001
30. N -0.145
31. C -0.038
32. C -0.034
33. H 0.111
34. H 0.054
35. H 0.047
36. H 0.086
37. H 0.094
38. H 0.099
39. H 0.076
40. H 0.142
41. H 0.137
42. H 0.088
43. H 0.139
44. H 0.096
45. H 0.094
46. H 0.135
47. H 0.089
48. H 0.101
49. H 0.083
50. H 0.054
51. H 0.083
52. H 0.094
53. H 0.099
54. H 0.096
55. H 0.096
56. H 0.073
57. H 0.086
58. H 0.107
59. H 0.143
60. H 0.114
61. H 0.064
62. H 0.133
63. H 0.049
64. H 0.110
65. H 0.071
66. H 0.069
67. H 0.062
68. H 0.105
69. H 0.108
70. H 0.071
71. H 0.098
72. H 0.076
73. H 0.086
74. H 0.095
75. H 0.081
76. H 0.114
77. H 0.088
78. H 0.077
79. H 0.114
80. H 0.104
81. O -0.279
82. N -0.007
83. N -0.209
84. O -0.294
85. C -0.171
86. C -0.015
87. C -0.049
88. C -0.081
89. C -0.090
90. C -0.010
91. H 0.094
92. H 0.114
93. H 0.116
94. H 0.128
95. H 0.088
96. C -0.168
97. P 0.564
98. C -0.147
99. C -0.147

=====

(3)
A molecular structure, C10H28O10V at a distorted geometry. Source: the Open Molecules 2025 dataset; level of theory: wB97M-V/def2-TZVPD.

The geometry in ORCA input format:
```
! wB97M-V def2-TZVPD RIJCOSX def2/J DEFGRID3
* xyz -1 1
O -2.939 24.571 -11.599
V -2.710 24.793 -10.073
O -3.467 23.517 -9.400
C -1.367 26.626 -8.680
O -1.315 26.753 -9.924
O -2.080 25.788 -8.171
O -0.603 27.247 -7.887
O -0.669 23.855 -10.226
H 0.083 24.209 -10.702
H -0.293 23.467 -9.437
O -4.878 25.904 -9.907
H -5.436 25.232 -10.298
H -5.349 26.724 -10.058
C -2.776 22.858 -4.016
C -2.798 21.809 -5.097
C -3.442 22.294 -6.381
O -1.487 21.518 -5.467
H -1.926 23.517 -4.192
H -2.632 22.494 -2.998
H -3.582 23.590 -4.057
H -3.235 20.907 -4.669
H -3.469 21.628 -7.244
H -3.032 23.281 -6.592
H -4.491 22.388 -6.098
H -0.820 21.758 -4.820
C -3.469 22.045 -14.390
C -4.342 20.877 -13.885
C -3.803 20.560 -12.565
O -5.709 21.082 -13.930
H -3.639 22.978 -13.852
H -3.839 22.239 -15.397
H -2.399 21.844 -14.440
H -4.221 20.021 -14.548
H -4.208 19.672 -12.079
H -3.975 21.394 -11.885
H -2.740 20.320 -12.594
H -5.922 21.841 -14.477
C -4.724 27.553 -15.574
C -5.597 26.337 -15.177
C -4.830 25.168 -14.666
O -6.575 26.720 -14.288
H -4.111 27.212 -16.408
H -4.017 27.859 -14.804
H -5.324 28.429 -15.821
H -6.149 26.074 -16.080
H -4.215 25.491 -13.825
H -4.119 24.745 -15.376
H -5.457 24.335 -14.349
H -7.248 26.099 -13.998
*
```

Highest occupied orbital energy: -3.25 eV
Total energy: -2094.2620 a.u.
Energy relative to the best compared isomer or geometry (same formula, charge and spin): 1.815 eV
Kohn-Sham gap: 5.42 eV

Taken from the Löwdin analysis, the atomic charges in e are:
1. O -0.366
2. V 0.964
3. O -0.373
4. C -1.110
5. O -0.110
6. O -0.098
7. O -0.101
8. O -0.026
9. H 0.088
10. H 0.089
11. O -0.034
12. H 0.054
13. H 0.072
14. C -0.066
15. C -0.525
16. C -0.055
17. O -0.059
18. H 0.085
19. H 0.073
20. H 0.081
21. H 0.123
22. H 0.076
23. H 0.085
24. H 0.076
25. H 0.081
26. C -0.052
27. C -0.542
28. C -0.074
29. O -0.021
30. H 0.052
31. H 0.069
32. H 0.087
33. H 0.129
34. H 0.079
35. H 0.092
36. H 0.087
37. H 0.076
38. C -0.037
39. C -0.536
40. C -0.067
41. O -0.043
42. H 0.075
43. H 0.080
44. H 0.074
45. H 0.124
46. H 0.081
47. H 0.079
48. H 0.071
49. H 0.094

=====

(4)
A single C3H6N2O2 molecule. Source: the Open Molecules 2025 dataset; level of theory: wB97M-V/def2-TZVPD.

The geometry in ORCA input format:
```
! wB97M-V def2-TZVPD RIJCOSX def2/J DEFGRID3
* xyz 0 1
N -1.484 0.453 -0.668
C -1.456 -0.178 0.535
O -2.444 -0.461 1.184
C -0.081 -0.594 1.065
O 0.977 0.367 0.970
C 1.668 0.481 -0.165
N 1.306 -0.008 -1.279
H -2.400 0.577 -1.074
H -0.674 0.400 -1.277
H 0.227 -1.518 0.564
H -0.202 -0.782 2.132
H 2.577 1.059 0.020
H 1.986 0.202 -2.006
*
```

Highest occupied orbital energy: -9.78 eV
Structure (SMILES): [H]/N=C/OCC(N)=O
Total energy: -377.9133 a.u.
Energy relative to the best compared isomer or geometry (same formula, charge and spin): 1.254 eV
Kohn-Sham gap: 10.57 eV

Taken from the Löwdin analysis, the atomic charges in e are:
1. N 0.169
2. C -0.520
3. O 0.050
4. C -0.086
5. O -0.043
6. C -0.303
7. N 0.098
8. H 0.112
9. H 0.057
10. H 0.133
11. H 0.132
12. H 0.138
13. H 0.062

=====

(5)
2 unconnected molecules or ions with the total composition CH4O2 at a distorted geometry. Source: the Open Molecules 2025 dataset; level of theory: wB97M-V/def2-TZVPD.

The geometry in ORCA input format:
```
! wB97M-V def2-TZVPD RIJCOSX def2/J DEFGRID3
* xyz 0 1
O -0.598 -0.626 -0.955
C -0.464 0.286 -1.730
H -1.366 0.975 -2.003
H 0.565 0.529 -2.043
H 1.211 0.190 2.331
H 0.308 -1.144 2.104
O 0.343 -0.209 2.296
*
```

Highest occupied orbital energy: -10.16 eV
Structure (SMILES): C=O.O
Total energy: -190.9359 a.u.
Energy relative to the best compared isomer or geometry (same formula, charge and spin): 0.394 eV
Kohn-Sham gap: 11.07 eV

Taken from the Löwdin analysis, the atomic charges in e are:
1. O -0.025
2. C -0.151
3. H 0.104
4. H 0.074
5. H 0.028
6. H 0.029
7. O -0.059

=====

Question: Among the records above, which one has the highest total energy?
Answer: CH4O2